1.
Entry from the Open Molecules 2025 dataset: a molecular structure, C2H4N2S3 at a distorted geometry (wB97M-V/def2-TZVPD).

Each line ends with the Mulliken charge.
Element x y z (Å)
C: -0.37152 -1.58135 0.28360  0.27
C: 1.76782 1.71322 -0.44769  -0.27
H: -0.92882 1.22351 0.76117  0.30
H: -2.70332 -2.06090 0.53209  0.30
H: 1.86597 2.89375 -0.27522  0.22
H: 2.58048 1.34033 -1.11615  0.21
N: -1.86051 -1.39094 0.16167  -0.37
N: 0.67457 1.03796 -0.16669  -0.29
S: -2.30400 0.53618 0.00483  -0.17
S: 0.51394 -3.03172 0.77062  -0.26
S: 0.76539 -0.68005 -0.50825  0.06

Summary:
HOMO energy: -0.307 hartree
relative energy (zero: lowest compared OMol25 entry of this formula, charge and spin): 5.264 eV

=====

2.
Entry from the Open Molecules 2025 dataset: a single C2H5N3O2 molecule at a distorted geometry (wB97M-V/def2-TZVPD).

Each line ends with the Mulliken charge.
Element x y z (Å)
C: -1.38341 -0.81920 0.07938  -0.71
C: 1.92402 0.90754 -0.20796  -0.27
N: -0.02568 -0.50906 -0.09625  -0.54
N: 2.56721 -0.21300 0.48212  0.06
N: 0.34254 0.66609 -0.00717  0.92
O: 3.48272 -0.76614 -0.07835  -0.30
O: -0.35163 1.66829 0.21340  -0.67
H: -2.03966 -0.14742 0.65109  0.30
H: -1.38690 -1.91166 0.25635  0.30
H: -2.03758 -0.69486 -0.87397  0.27
H: 2.15876 1.88128 0.33266  0.29
H: 2.28645 0.93914 -1.30200  0.36

Summary:
HOMO energy: -0.358 hartree
relative energy (zero: lowest compared OMol25 entry of this formula, charge and spin): 7.458 eV
SMILES: C/N=[N+](\[O-])CN=O